Computed, not measured: a molecular structure, C24H48N3O2PSm at a distorted geometry, with ωB97M-V with the def2-TZVPD basis set.

Computed properties:
HOMO energy (alpha / beta) ... -13.7 / -14.0 eV
Gap between HOMO and LUMO (alpha / beta) ... 0.302 / 0.247 Ha
LUMO energy (alpha / beta) ... -0.201 / -0.267 hartree
F_max ... 0.03271 Eh/bohr
Total energy ... -61411.555 eV

Geometry as ORCA input:
```
! RIJCOSX wB97M-V def2-TZVPD def2/J DEFGRID3
* xyz 2 7
C -0.00518 1.96241 2.00038
N 0.72852 0.88489 1.51992
C 1.90211 0.59181 2.13210
C 2.36892 1.28279 3.24383
C 1.56082 2.27182 3.81634
C 0.35604 2.57245 3.21915
Sm 0.00295 -0.62026 -0.23711
C 2.75467 -0.47049 1.46288
N 1.97347 -1.60053 0.86899
C 1.67082 -2.62095 1.94079
C 0.62503 -2.19185 2.95283
C -1.11079 2.44539 1.26459
P -1.63718 1.74544 -0.27111
C -1.33882 3.09744 -1.53193
C -2.36360 4.23244 -1.38861
C -3.46168 1.39323 0.06024
C -4.17428 1.08201 -1.26462
C -3.52353 0.15761 0.97590
C -4.15667 2.56390 0.76258
C 0.09069 3.63003 -1.32417
C -1.46952 2.51995 -2.94937
C 2.82997 -2.34675 -0.12005
C 3.35978 -1.47411 -1.23950
H 3.34473 1.01220 3.65325
H 1.88396 2.80803 4.70814
H -0.33757 3.31763 3.60657
H -1.60708 3.33696 1.67119
H -4.57575 -0.05760 1.20618
H -3.11096 -0.74968 0.50854
H -3.01324 0.32255 1.93274
H -5.19806 2.25689 0.94381
H -3.69046 2.79396 1.72543
H -4.17693 3.47338 0.15477
H -5.20055 0.76112 -1.03793
H -4.24372 1.95344 -1.92575
H -3.68189 0.27090 -1.81635
H -2.06619 5.02973 -2.08674
H -3.37382 3.91153 -1.68137
H -2.38486 4.66253 -0.37971
H 0.21504 4.07927 -0.33097
H 0.83809 2.83294 -1.44970
H 0.28014 4.41263 -2.07431
H -2.48517 2.16406 -3.15177
H -1.25226 3.32626 -3.66360
H -0.77021 1.69623 -3.11962
H 3.33796 0.01082 0.66239
H 3.47781 -0.86237 2.20125
H 1.37924 -3.55335 1.43126
H 2.62674 -2.83261 2.44406
H 2.23652 -3.19657 -0.48686
H 3.68144 -2.76863 0.43307
H 3.55130 -2.09450 -2.12498
H 2.70111 -0.65510 -1.56203
H 4.32152 -1.04226 -0.93601
H 0.38666 -3.07343 3.56207
H 1.02064 -1.43036 3.63510
H -0.31467 -1.81947 2.50904
H 0.64749 0.28011 -1.88601
C 3.54332 0.37078 -4.90587
H 4.55694 0.03607 -4.66673
H 3.59253 1.40704 -5.26616
H 3.16474 -0.26312 -5.71035
O 2.70372 0.15566 -3.77957
H 2.37454 1.00590 -3.44777
C -1.77347 -5.98187 -0.87254
N -1.56170 -4.69737 -0.20891
C -1.50163 -4.68200 1.25183
C -1.47743 -3.56785 -0.88196
C -1.72819 -3.49894 -2.34660
O -1.14951 -2.49469 -0.23674
H -1.63304 -6.76555 -0.12362
H -1.06260 -6.12058 -1.70072
H -2.79375 -6.07570 -1.27771
H -0.47127 -4.55461 1.61050
H -2.10885 -3.86114 1.64688
H -1.88842 -5.64471 1.60327
H -2.33263 -2.60591 -2.56831
H -0.78924 -3.44887 -2.92397
H -2.29453 -4.36837 -2.70357
*
```